[1]
Below is a molecular structure, C47H48AgN10O3Te, with properties calculated with ωB97M-V/def2-TZVPD.

Atoms and positions in Å:
Ag: -1.294 1.516 0.661
C: 2.966 4.323 2.960
N: 1.563 4.074 2.694
C: 1.017 3.084 1.980
N: -0.294 3.110 2.106
C: -0.503 4.174 2.924
N: 0.594 4.778 3.323
C: 3.616 3.264 3.828
C: 4.992 3.310 4.019
C: 5.636 2.343 4.776
C: 4.913 1.304 5.340
C: 3.536 1.259 5.155
C: 2.886 2.240 4.415
C: 2.784 0.125 5.695
N: 3.239 -0.963 6.197
N: 2.125 -1.760 6.480
C: 1.096 -1.082 6.125
O: 1.427 0.136 5.628
C: -0.311 -1.489 6.177
C: -0.608 -2.729 6.744
C: -1.918 -3.166 6.778
C: -2.927 -2.369 6.251
C: -2.637 -1.134 5.693
C: -3.757 -0.287 5.142
N: -3.639 -0.042 3.714
C: -3.508 1.118 3.063
N: -3.509 0.915 1.762
C: -3.636 -0.434 1.673
N: -3.706 -1.061 2.827
C: -1.318 -0.691 5.653
H: 3.012 5.304 3.428
H: 3.488 4.390 2.006
H: 1.595 2.383 1.395
H: -1.481 4.515 3.225
H: 5.574 4.107 3.567
H: 6.708 2.389 4.915
H: 5.403 0.527 5.913
H: 1.813 2.186 4.285
H: 0.195 -3.333 7.146
H: -2.157 -4.128 7.214
H: -3.955 -2.715 6.270
H: -3.792 0.690 5.622
H: -4.713 -0.775 5.321
H: -3.419 2.069 3.568
H: -3.653 -0.963 0.732
H: -1.074 0.257 5.186
C: 1.391 -1.762 2.547
C: -0.055 -1.340 2.597
N: -0.958 -2.305 2.856
O: -0.395 -0.177 2.394
H: 1.597 -2.672 3.111
H: 2.008 -0.947 2.919
H: 1.657 -1.926 1.502
H: -0.675 -3.249 3.038
H: -1.934 -2.056 2.910
C: -0.782 -6.151 -6.060
C: -0.866 -4.925 -5.190
C: 0.140 -4.612 -4.286
C: 0.077 -3.478 -3.479
C: 1.215 -3.230 -2.524
C: -1.023 -2.609 -3.580
Te: -1.182 -0.846 -2.311
N: -1.668 1.355 -1.483
C: -1.696 2.586 -1.962
O: -1.334 3.559 -1.258
C: -2.148 2.797 -3.382
C: -3.177 2.047 -3.939
C: -3.572 2.265 -5.252
C: -2.925 3.222 -6.023
C: -1.899 3.977 -5.468
C: -1.523 3.776 -4.147
C: 0.610 0.011 -3.079
C: 1.680 0.286 -2.219
C: 1.693 -0.074 -0.756
C: 2.832 0.880 -2.733
C: 2.952 1.215 -4.071
C: 4.200 1.860 -4.610
C: 1.876 0.941 -4.904
C: 0.706 0.349 -4.439
C: -0.403 0.106 -5.426
C: -2.053 -2.922 -4.481
C: -3.282 -2.069 -4.697
C: -1.955 -4.071 -5.265
H: 0.092 -6.753 -5.811
H: -0.714 -5.883 -7.117
H: -1.667 -6.781 -5.943
H: 0.998 -5.272 -4.198
H: 1.860 -4.106 -2.456
H: 0.847 -2.991 -1.524
H: 1.824 -2.382 -2.847
H: -3.668 1.297 -3.332
H: -4.383 1.681 -5.674
H: -3.226 3.386 -7.051
H: -1.394 4.729 -6.063
H: -0.740 4.367 -3.688
H: 0.733 0.071 -0.268
H: 2.444 0.520 -0.229
H: 1.961 -1.128 -0.628
H: 3.657 1.087 -2.056
H: 4.915 2.060 -3.811
H: 3.971 2.807 -5.103
H: 4.691 1.223 -5.348
H: 1.936 1.206 -5.955
H: -0.195 0.623 -6.363
H: -1.358 0.466 -5.043
H: -0.514 -0.960 -5.639
H: -3.376 -1.261 -3.978
H: -4.186 -2.679 -4.648
H: -3.251 -1.612 -5.691
H: -2.760 -4.297 -5.960

Force components x, y, z for each atom (eV/Å):
-0.20 0.23 -0.04
-0.09 0.00 -0.07
0.07 -0.03 0.11
0.11 0.07 0.00
0.06 -0.07 -0.11
-0.12 0.00 0.07
0.02 -0.16 -0.12
-0.04 -0.02 0.04
0.08 0.04 -0.02
-0.01 -0.05 0.03
0.07 0.06 -0.01
-0.04 -0.17 0.10
0.01 0.11 -0.08
-0.12 0.27 -0.13
-0.15 -0.41 0.15
0.43 0.01 0.02
-0.25 0.17 -0.06
-0.05 0.03 -0.14
0.23 0.00 0.03
-0.06 -0.05 0.01
0.04 0.01 0.00
-0.08 -0.06 0.00
0.04 0.03 0.03
0.02 0.04 -0.05
0.11 -0.01 0.15
-0.05 -0.08 0.13
0.03 -0.08 0.01
0.11 -0.04 -0.24
-0.24 0.27 0.04
-0.10 0.04 0.01
0.01 0.02 0.06
0.04 -0.01 -0.03
-0.07 0.03 0.04
0.04 -0.03 -0.03
-0.05 -0.03 0.00
-0.03 0.01 -0.01
-0.04 0.02 -0.02
0.00 -0.03 0.00
-0.02 0.04 -0.02
0.00 0.03 -0.02
0.04 0.01 0.00
0.06 0.03 0.02
-0.04 -0.02 0.01
-0.02 -0.06 -0.05
0.02 0.04 0.01
0.01 -0.04 0.02
0.00 0.01 -0.04
-0.11 -0.16 -0.03
0.33 0.05 -0.05
0.05 0.12 0.09
-0.03 0.04 -0.01
0.02 0.01 0.02
0.02 -0.02 0.02
0.03 -0.06 0.03
-0.17 -0.07 -0.05
0.00 -0.04 -0.02
0.01 0.02 0.02
0.00 0.00 0.00
-0.02 -0.01 -0.02
0.03 0.04 0.00
0.01 -0.07 -0.06
0.06 -0.36 -0.25
-0.02 0.55 0.51
0.07 -0.25 -0.22
-0.02 -0.10 -0.06
0.04 0.06 0.04
-0.01 0.01 0.03
0.00 -0.03 0.02
0.00 0.00 0.00
0.01 0.00 0.01
0.02 -0.03 0.00
0.01 0.08 0.05
0.03 0.02 -0.05
0.08 -0.05 0.01
-0.03 0.01 0.03
-0.01 -0.01 0.01
0.03 0.02 0.00
-0.02 -0.01 -0.05
-0.01 0.00 0.04
0.01 -0.02 0.02
0.03 -0.04 -0.02
0.01 0.02 -0.07
-0.02 0.00 0.00
-0.02 0.02 0.00
0.00 0.02 0.03
0.01 0.03 0.01
-0.02 0.02 0.00
-0.01 0.01 -0.01
-0.04 -0.01 0.00
-0.01 -0.03 -0.01
0.00 -0.01 0.00
0.02 0.03 0.00
0.01 0.00 0.02
-0.02 -0.02 0.01
-0.01 0.00 -0.02
-0.10 0.05 0.01
0.00 -0.03 -0.02
-0.01 0.02 -0.02
-0.02 0.00 -0.04
-0.01 0.00 -0.01
-0.01 -0.01 0.01
-0.02 -0.02 0.01
0.01 0.00 0.03
-0.01 -0.01 0.02
-0.01 0.00 0.01
0.01 0.01 0.01
0.02 0.02 0.06
0.04 0.00 -0.01
0.00 -0.02 0.03
0.03 0.01 0.02

Calculated values
Total energy in Ha: -3008.062172
Expectation value of S²: 0.76
Kohn-Sham gap (spin up / spin down) in eV: 6.32 / 6.72
Spin multiplicity: 2
ΔE to the lowest compared entry with this formula, charge and spin in kcal/mol: 0.0

Atomic partial charges in e from the Löwdin method, atoms 1 to 4: atom 1 (Ag): 0.724, atom 2 (C): -0.072, atom 3 (N): -0.140, atom 4 (C): -0.149



[2]
Below is a molecular structure, C3H6N2O2, with properties calculated with ωB97M-V/def2-TZVPD.

Atoms and positions in Å:
N: 1.375 1.321 -0.145
C: 0.495 0.727 0.656
O: 0.521 0.816 1.923
C: -0.917 0.711 0.860
O: -1.875 -1.139 -0.350
C: -0.801 -1.620 -0.787
N: 0.314 -0.929 -0.933
H: 2.165 1.776 0.284
H: 1.359 1.057 -1.117
H: -1.417 1.661 0.663
H: -1.451 -0.111 1.291
H: -0.791 -2.700 -1.052
H: 1.065 -1.519 -1.281

Force components x, y, z for each atom (eV/Å):
-0.13 -0.06 -0.02
0.01 0.53 0.11
-0.04 0.14 -0.24
-0.04 -0.03 0.16
0.19 0.06 -0.34
-0.04 -0.03 -0.06
-0.07 -0.25 0.02
0.00 -0.15 -0.07
0.04 0.00 0.11
-0.02 -0.20 0.22
0.23 -0.09 -0.07
-0.05 0.19 0.05
-0.07 -0.11 0.13

Calculated values
Total energy in Ha: -377.772069
Kohn-Sham gap in eV: 8.82
ΔE to the lowest compared entry with this formula, charge and spin in kcal/mol: 117.5

Atomic partial charges in e from the Löwdin method, atoms 1 to 4: atom 1 (N): 0.182, atom 2 (C): -0.522, atom 3 (O): 0.109, atom 4 (C): 0.218



[3]
Below is a molecular structure, C20H40AgO9, with properties calculated with ωB97M-V/def2-TZVPD.

Atoms and positions in Å:
Ag: -17.911 -27.439 -2.541
C: -20.548 -22.387 0.636
C: -19.019 -22.083 0.334
O: -18.502 -23.028 -0.527
H: -21.223 -22.523 -0.210
H: -21.094 -21.626 1.194
H: -20.605 -23.371 1.101
H: -18.466 -22.127 1.273
H: -19.063 -21.056 -0.029
C: -16.481 -33.945 -2.336
C: -16.817 -33.388 -3.825
O: -17.599 -32.224 -3.689
H: -15.680 -34.682 -2.300
H: -17.396 -34.286 -1.851
H: -16.123 -33.192 -1.634
H: -17.318 -34.175 -4.389
H: -15.821 -33.249 -4.244
C: -13.386 -25.603 7.547
C: -14.534 -26.455 7.111
C: -15.794 -25.584 6.828
O: -16.245 -26.044 5.614
C: -15.361 -26.787 5.004
O: -15.541 -27.290 3.878
O: -14.295 -26.891 5.737
H: -12.479 -26.196 7.430
H: -13.528 -25.337 8.595
H: -13.215 -24.769 6.866
H: -14.878 -27.252 7.770
H: -15.475 -24.579 6.552
H: -16.431 -25.638 7.711
C: -16.208 -25.318 -9.662
C: -16.069 -26.585 -8.870
O: -16.157 -26.586 -7.650
C: -15.982 -27.895 -9.685
H: -15.617 -24.561 -9.147
H: -17.253 -25.180 -9.383
H: -16.014 -25.432 -10.728
H: -14.987 -27.911 -10.129
H: -16.781 -28.000 -10.419
H: -16.034 -28.805 -9.086
C: -22.651 -30.699 2.853
C: -22.414 -30.886 1.358
O: -21.905 -29.946 0.722
C: -22.921 -32.205 0.785
H: -23.602 -30.169 2.896
H: -21.933 -30.201 3.504
H: -22.815 -31.714 3.216
H: -22.568 -33.005 1.435
H: -22.434 -32.337 -0.181
H: -23.999 -32.043 0.790
C: -23.720 -24.428 -6.768
C: -22.743 -25.637 -6.955
O: -22.036 -26.066 -6.015
C: -22.638 -26.397 -8.281
H: -23.381 -23.805 -5.940
H: -24.744 -24.798 -6.814
H: -23.654 -23.744 -7.615
H: -23.661 -26.371 -8.655
H: -22.173 -27.372 -8.137
H: -22.095 -25.772 -8.990
C: -10.004 -27.337 -1.077
C: -10.733 -27.683 -2.384
O: -11.913 -27.824 -2.440
C: -9.911 -27.897 -3.606
H: -9.470 -26.453 -1.426
H: -9.323 -28.135 -0.780
H: -10.752 -27.151 -0.307
H: -10.542 -28.133 -4.463
H: -9.171 -28.687 -3.477
H: -9.329 -27.009 -3.856

Force components x, y, z for each atom (eV/Å):
-0.08 0.33 0.16
0.11 -0.59 0.02
-1.65 -1.64 -0.74
-0.11 0.74 0.10
0.67 0.18 -0.83
0.43 0.11 0.65
0.00 0.11 0.54
0.01 0.33 0.52
0.63 0.47 -0.43
-0.70 0.83 -0.14
0.01 -0.01 1.94
1.21 -1.36 -0.15
-0.36 -0.31 -0.60
0.05 -0.45 -0.29
0.03 0.62 -0.52
-0.23 0.00 0.05
-0.01 0.72 -0.27
0.78 -1.06 0.07
-1.52 1.72 -1.74
2.19 0.85 0.96
-3.33 -0.39 -0.51
-1.14 -1.99 -4.58
0.80 1.53 3.44
2.30 -1.28 1.54
0.16 -0.09 0.46
0.23 0.35 -0.12
-0.48 0.22 0.29
0.80 -0.47 -0.19
-0.05 0.45 1.04
-0.73 0.13 -0.67
0.09 -0.50 0.98
-0.26 -1.64 0.84
0.36 0.04 -1.31
0.27 0.05 0.79
-0.08 0.19 -0.37
-0.29 0.82 -0.75
-0.16 0.21 0.21
-0.12 0.07 -0.54
0.23 0.43 -0.30
-0.06 0.32 0.47
-0.69 -1.15 -0.30
1.88 2.84 -0.20
-1.14 -2.54 0.68
1.31 1.27 0.12
-0.11 0.08 0.29
0.22 0.16 -0.71
-0.17 0.15 0.58
-0.52 -0.08 0.06
-0.66 0.02 -0.22
-0.09 -0.73 -0.33
1.46 -0.62 -1.10
1.94 -1.19 2.29
-1.97 1.54 -1.99
-0.91 1.55 0.56
-0.58 -0.58 0.45
-0.02 0.11 0.70
0.14 -0.18 -0.43
-0.05 -0.77 -0.37
-0.28 0.20 -0.09
0.30 -0.08 -0.02
-0.73 -0.01 -1.32
0.98 -0.79 0.82
-1.70 0.07 0.15
0.69 0.16 -0.81
0.42 0.23 0.89
0.11 0.15 -0.10
0.27 0.19 -0.05
-0.04 -0.03 0.18
-0.04 -0.13 0.17
0.03 0.16 0.06

Calculated values
Total energy in Ha: -1609.782173
Expectation value of S²: 1.08
Kohn-Sham gap (spin up / spin down) in eV: 2.85 / 2.80
Spin multiplicity: 2
ΔE to the lowest compared entry with this formula, charge and spin in kcal/mol: 171.7

Atomic partial charges in e from the Löwdin method, atoms 1 to 4: atom 1 (Ag): 0.568, atom 2 (C): -0.124, atom 3 (C): -0.467, atom 4 (O): -0.263



[4]
Below is 2 unconnected molecules or ions with the total composition C3H2IN2S, with properties calculated with ωB97M-V/def2-TZVPD.

Atoms and positions in Å:
C: 1.123 -1.244 0.849
C: -0.792 0.556 -1.029
C: 1.399 -0.056 1.368
N: 0.211 -1.394 -0.168
N: -0.163 -0.316 -0.655
S: 1.500 1.146 2.406
I: -4.073 2.099 -2.398
H: 1.734 -2.139 1.251
H: -0.940 1.348 -1.623

Force components x, y, z for each atom (eV/Å):
1.51 -0.25 0.98
-0.21 0.08 0.60
0.36 0.11 1.88
0.77 -2.30 -0.19
-0.37 -1.14 0.67
0.03 -0.55 -1.02
0.19 -0.04 0.01
-1.29 1.45 -0.96
-0.99 2.63 -1.96

Calculated values
Total energy in Ha: -920.831354
Net charge: -1
Kohn-Sham gap in eV: 5.72
ΔE to the lowest compared entry with this formula, charge and spin in kcal/mol: 63.8

Atomic partial charges in e from the Löwdin method, atoms 1 to 4: atom 1 (C): -0.274, atom 2 (C): 0.171, atom 3 (C): -0.689, atom 4 (N): -0.017



[5]
Below is a molecular structure, C12H30ClEuO2P2Si, with properties calculated with ωB97M-V/def2-TZVPD.

Atoms and positions in Å:
C: 0.589 -0.190 -6.433
C: 0.428 0.132 -4.976
H: 1.661 -0.216 -6.697
H: 0.061 0.547 -7.049
H: 0.126 -1.161 -6.637
O: 1.289 0.365 -4.144
Cl: -1.340 0.123 -4.332
Eu: -0.548 -0.143 -1.637
P: 0.133 2.379 -0.223
C: 1.302 3.601 0.450
C: 0.046 2.976 -1.965
H: -0.153 4.066 -1.982
H: -1.508 4.248 0.028
H: -0.815 2.473 -2.485
H: -2.321 2.649 -0.253
H: 2.294 3.428 0.032
H: 1.051 2.817 -2.406
C: -1.491 3.164 0.288
H: 1.065 4.658 0.235
H: -1.522 3.061 1.390
H: 1.320 3.517 1.536
P: 0.330 -2.457 0.124
C: 1.600 -3.464 0.961
C: -1.214 -3.313 0.755
H: -0.542 -2.957 -2.114
H: 0.206 -4.422 -1.355
H: 1.330 -3.152 -1.970
C: 0.332 -3.326 -1.514
H: -2.077 -2.958 0.144
H: -1.101 -4.418 0.631
H: 1.435 -4.554 0.879
H: 1.611 -3.237 2.024
H: -1.264 -3.066 1.833
H: 2.572 -3.274 0.508
C: 1.454 0.068 0.853
O: 2.534 0.141 1.300
C: 0.106 1.685 3.514
Si: -0.465 0.107 2.723
C: 0.225 -1.295 3.727
C: -2.327 0.036 2.785
H: 1.211 1.759 3.485
H: -0.236 1.635 4.575
H: -0.342 2.578 3.045
H: -0.129 -1.121 4.771
H: -0.146 -2.279 3.395
H: 1.332 -1.283 3.705
H: -2.607 0.101 3.868
H: -2.785 0.887 2.240
H: -2.712 -0.917 2.366

Force components x, y, z for each atom (eV/Å):
-0.12 0.06 0.16
2.84 0.50 1.63
-0.52 0.09 0.33
0.06 -0.05 0.19
0.02 0.08 0.06
-2.81 -0.76 -1.79
0.12 -0.07 -0.86
1.06 0.06 1.19
-1.59 2.10 -0.48
0.45 0.20 0.20
0.19 0.20 -0.14
0.00 -0.59 -0.07
0.05 -0.80 0.14
0.89 0.43 -0.07
0.35 0.37 0.75
0.09 -0.15 0.26
-0.76 -0.13 -0.36
0.44 -0.09 0.09
-0.38 -0.56 -0.21
-0.63 0.01 -0.66
0.27 -0.15 0.03
-1.30 -2.20 -0.33
0.33 -0.19 0.08
0.56 0.10 -0.10
0.76 -0.40 -0.03
0.01 0.76 -0.28
-0.79 -0.07 -0.26
0.24 -0.13 0.06
0.34 -0.27 0.82
-0.14 0.87 0.11
-0.35 0.51 -0.20
0.24 0.18 0.03
-0.61 -0.18 -0.68
0.12 0.20 0.23
3.10 0.24 1.26
-2.95 -0.20 -1.02
0.28 0.39 0.00
0.07 0.04 0.58
0.31 -0.36 0.04
-0.46 -0.05 -0.42
-0.56 0.10 0.17
0.28 0.12 -0.63
0.26 -0.27 0.36
0.30 -0.18 -0.59
0.24 0.35 0.31
-0.55 -0.12 0.18
0.15 -0.05 -0.82
0.07 -0.49 0.39
0.03 0.54 0.33

Calculated values
Total energy in Ha: -2767.741444
Net charge: +2
Expectation value of S²: 12.01
Kohn-Sham gap (spin up / spin down) in eV: 5.80 / 7.59
Spin multiplicity: 7

Atomic partial charges in e from the Löwdin method, atoms 1 to 4: atom 1 (C): -0.021, atom 2 (C): -0.660, atom 3 (H): 0.120, atom 4 (H): 0.113



[6]
Below is 2 unconnected molecules or ions with the total composition C2H2O2S, with properties calculated with ωB97M-V/def2-TZVPD.

Atoms and positions in Å:
C: 1.638 -0.578 0.068
C: 1.409 0.582 -0.092
O: -2.008 -1.248 -0.028
O: -1.562 1.149 0.071
S: -2.523 0.089 -0.015
H: 1.867 -1.591 0.222
H: 1.178 1.596 -0.226

Force components x, y, z for each atom (eV/Å):
0.06 0.33 -0.02
0.10 -0.37 0.04
-0.44 0.18 -0.01
-0.55 0.07 -0.02
0.88 -0.21 0.04
0.07 -0.55 0.06
-0.12 0.55 -0.08

Calculated values
Total energy in Ha: -625.982452
Kohn-Sham gap in eV: 9.24
ΔE to the lowest compared entry with this formula, charge and spin in kcal/mol: 50.1

Atomic partial charges in e from the Löwdin method, atoms 1 to 4: atom 1 (C): 0.000, atom 2 (C): -0.017, atom 3 (O): -0.435, atom 4 (O): -0.447



Largest force on an atom, respectively: 0.75 0.54 5.12 3.43 3.41 0.91 eV/A.